Computed, not measured: a 2-piece molecular cluster, C4H13N2O overall, with ωB97M-V/def2-TZVPD.

Output
multiplicity = 2
F_max = 1.87 eV Å⁻¹
net charge = 0
M = 105.2 g/mol
gap between HOMO and LUMO (alpha / beta) = 5.6 / 8.8 eV
E_HOMO (alpha / beta) = -0.1863 / -0.3045 Eh
expectation value of S² = 0.753

XYZ file:
```
20
Properties=species:S:1:pos:R:3:forces:R:3
C -1.589 -1.957 0.131 0.659 -0.243 0.146
C -1.930 -0.682 0.897 -0.376 0.331 -0.987
C -1.237 0.576 0.338 1.265 -0.597 1.243
N 0.196 0.321 0.139 -0.545 0.008 -0.360
C 1.200 0.929 0.851 0.572 0.060 0.752
N 2.186 1.757 0.261 0.109 0.436 -0.700
H -0.740 -2.485 0.567 0.076 0.133 0.133
H -1.271 -1.757 -0.894 -0.383 0.017 -0.133
H -2.406 -2.668 0.147 -0.247 -0.054 -0.200
H -1.653 -0.789 1.942 -0.188 0.000 0.122
H -3.009 -0.520 0.789 0.034 0.036 0.442
H -1.256 1.321 1.136 -0.381 0.332 -0.326
H -1.692 0.963 -0.572 -0.209 -0.011 -0.087
H 0.432 -0.163 -0.710 0.162 0.252 0.128
H 1.008 1.187 1.885 -0.250 -0.054 -0.063
H 2.849 2.196 0.881 -0.297 -0.161 0.431
H 2.712 1.355 -0.500 -0.218 -0.284 -0.023
H 2.035 0.876 -2.650 -0.248 0.296 0.168
H 2.270 -0.588 -2.579 0.050 -0.405 0.097
O 1.894 0.128 -2.059 0.416 -0.092 -0.783
```
Forces are in eV/Å.